*A*
Computed, not measured: a single C6H9NO2 molecule, with ωB97M-V/def2-TZVPD.

ORCA input file:
```
! RIJCOSX wB97M-V def2-TZVPD def2/J DEFGRID3
* xyz 0 1
C 2.56973 -0.63376 0.86175
N 1.20245 -0.43881 1.43521
C 0.30023 -1.67656 1.19638
C -0.82045 -1.14538 0.31857
C -0.56404 0.13330 -0.02722
C -1.21401 0.73038 -1.18720
O -2.25057 0.27370 -1.59411
O -0.68465 1.86168 -1.73221
C 0.60188 0.79179 0.76206
H 2.68965 -0.88132 -0.16788
H 3.14578 0.33472 0.84887
H 3.16794 -1.39217 1.39179
H -0.13380 -2.05881 2.10576
H 0.94902 -2.45212 0.76248
H -1.66838 -1.63324 -0.20612
H 0.24118 2.05622 -1.27390
H 1.33537 1.34340 0.11911
H 0.09793 1.47333 1.43789
*
```

Results
HOMO level = -0.3347 hartree
molar mass = 127.1 g mol⁻¹


*B*
Computed, not measured: a molecular structure, C6H9NO2, with ωB97M-V/def2-TZVPD.

ORCA input file:
```
! RIJCOSX wB97M-V def2-TZVPD def2/J DEFGRID3
* xyz 0 1
C -1.63998 -1.08352 -0.30644
C -1.19276 -1.27832 1.20056
C -0.00722 -0.38077 1.31809
C 0.47437 0.05425 0.10708
C -0.31165 -0.51953 -0.99047
C 1.54590 0.90742 -0.11445
H -3.34164 -0.55622 0.07342
H -2.59265 0.85936 0.18246
H -2.05620 -2.21944 -0.69898
H -1.85552 -1.32435 1.85471
H -1.04823 -2.27584 1.35250
H 0.53083 -0.14189 2.45318
H -0.50603 0.30476 -1.63676
H 0.17991 -1.14749 -1.55144
H 2.99284 1.59658 -1.31359
N -2.70426 -0.09256 -0.51336
O 2.32602 0.57427 -1.14985
O 1.85080 1.84514 0.59882
*
```

Results
HOMO level = -0.3462 hartree
molar mass = 127.1 g mol⁻¹


What should be chosen as the most stable of them? Choose *A*.


*A*
Computed, not measured: 9 unconnected molecules or ions with the total composition C45H51N9O15, with ωB97M-V/def2-TZVPD.

ORCA input file:
```
! RIJCOSX wB97M-V def2-TZVPD def2/J DEFGRID3
* xyz 0 1
O 2.82222 8.85271 0.60907
N 2.79122 8.61071 1.77707
O 3.40922 9.24171 2.68407
C 1.89622 7.49971 2.25807
C 1.74122 7.24871 3.84907
C 0.70222 6.19671 4.23107
C 0.19422 5.35871 3.24107
C 0.40722 5.55771 1.79607
C 1.27222 6.61071 1.33807
H 2.38422 7.88771 4.65207
H 0.54622 5.79071 5.25107
H -0.43678 4.36971 3.38207
H -0.07078 4.73571 1.30407
H 1.45222 6.75671 0.24207
O -2.24278 -1.11529 -3.53193
N -2.76178 -1.81629 -4.47593
O -3.88378 -1.99429 -4.52293
C -1.88578 -2.10629 -5.64393
C -0.37678 -2.05629 -5.48893
C 0.52322 -2.61829 -6.58193
C -0.05178 -3.12729 -7.94493
C -1.40778 -3.23129 -8.05793
C -2.50978 -2.75629 -6.86493
H 0.07422 -1.61229 -4.68393
H 1.55622 -2.77529 -6.29193
H 0.51722 -3.51129 -8.63793
H -1.97678 -3.91029 -8.75193
H -3.49078 -2.76729 -6.94293
O 5.56222 -1.02629 1.68607
N 4.85922 -0.30129 0.86107
O 4.89222 0.91471 0.90807
C 4.27822 -0.93429 -0.21893
C 4.59522 -2.34829 -0.62593
C 3.80622 -3.03529 -1.74993
C 2.95322 -2.30429 -2.64793
C 2.80822 -0.82129 -2.42993
C 3.38022 -0.12329 -1.22593
H 5.30322 -2.88529 -0.06793
H 3.83422 -4.22229 -1.91293
H 2.64022 -2.84229 -3.44193
H 2.30822 -0.19029 -2.99893
H 3.25122 0.90071 -1.17593
O -2.89478 -5.63229 2.35607
N -2.49078 -4.59429 2.84807
O -3.23778 -3.74129 3.36607
C -1.03378 -4.40929 2.70607
C -0.33278 -3.33229 3.53507
C 1.17322 -3.00529 3.08207
C 1.82522 -3.69829 1.92307
C 1.09022 -4.46329 1.00307
C -0.29178 -4.97429 1.40007
H -0.86978 -2.83329 4.27007
H 1.63122 -2.04329 3.70307
H 2.71522 -3.43929 1.62907
H 1.73822 -4.98029 0.19007
H -0.73978 -5.67629 0.83207
O -7.74278 -6.86729 -1.25093
N -7.08378 -6.11829 -0.27993
O -7.64678 -5.83429 0.75507
C -5.91778 -5.56329 -0.77693
C -5.03278 -4.92629 0.29807
C -3.85578 -4.01329 -0.26893
C -3.42478 -4.08929 -1.78793
C -4.13478 -4.84429 -2.64593
C -5.47578 -5.54429 -2.24693
H -5.22778 -4.85929 1.28707
H -3.36778 -3.51229 0.42407
H -2.54978 -3.54729 -1.94793
H -3.82378 -4.86829 -3.65193
H -5.97578 -6.18529 -2.94393
O 1.48022 0.44871 4.18807
N 1.33222 1.46771 4.93407
O 0.49122 1.57371 5.82407
C 2.32922 2.56271 5.00207
C 3.26022 2.80771 3.78507
C 4.28622 3.95571 3.80107
C 4.27222 4.97671 4.93107
C 3.41922 4.77371 6.09707
C 2.38222 3.55471 6.09007
H 3.23222 2.16871 2.99607
H 5.06722 3.93571 3.05907
H 4.96122 5.74871 4.64407
H 3.39622 5.61971 6.76807
H 1.70522 3.51071 6.94807
C -0.45478 -1.02029 -0.25593
N -0.22378 0.40371 -0.07393
C -0.65278 1.32671 -1.16693
C 0.17422 0.92171 1.10307
O 0.38122 2.14871 1.21607
H -0.98678 -1.33729 0.47407
H 0.51522 -1.44929 -0.28293
H -1.06578 -1.33729 -1.08293
H -0.84978 2.20971 -0.81393
H -1.31878 1.05171 -1.96393
H 0.45022 1.34571 -1.67693
H 0.52022 0.10571 1.96407
C -5.51578 -0.41229 -1.41893
N -5.65078 -0.92129 -0.05393
C -4.50578 -0.45229 0.77607
C -6.66278 -1.79229 0.33707
O -6.62978 -2.24729 1.45907
H -4.60378 -0.53329 -1.88393
H -5.83378 0.60971 -1.40593
H -6.27778 -0.70229 -2.06193
H -3.55078 -1.20729 0.68807
H -4.59578 -0.32929 1.88607
H -4.24978 0.55671 0.62307
H -7.39178 -2.05829 -0.28793
C 4.92622 3.40871 -1.85493
N 3.61222 3.98971 -1.43593
C 3.35822 3.95371 -0.06793
C 2.67922 4.12971 -2.42193
O 1.57722 4.53271 -2.14093
H 4.89922 2.42971 -1.39693
H 5.72622 4.19171 -1.45593
H 5.05622 3.22971 -2.67693
H 3.69422 4.83771 0.13707
H 3.82422 3.11171 0.50307
H 2.34322 3.85971 0.11907
H 2.98022 3.83571 -3.43093
*
```

Results
HOMO level = -0.3309 hartree
molar mass = 958.0 g mol⁻¹


*B*
Computed, not measured: 9 unconnected molecules or ions with the total composition C45H51N9O15, with ωB97M-V/def2-TZVPD.

ORCA input file:
```
! RIJCOSX wB97M-V def2-TZVPD def2/J DEFGRID3
* xyz 0 1
O 52.27202 13.49482 26.90669
N 52.13384 12.43704 27.65147
O 51.71569 12.49447 28.83015
C 52.79248 11.22068 27.27907
C 53.85641 11.23665 26.15471
C 54.36310 9.91432 25.58126
C 54.16332 8.63542 26.44020
C 53.35610 8.62879 27.55447
C 52.40606 9.92134 28.02193
H 54.05439 12.31011 25.79329
H 54.92518 9.90870 24.46772
H 54.70111 7.87384 25.97777
H 53.21281 7.87293 28.15777
H 51.77025 9.90356 28.80857
O 49.84045 9.39380 33.53288
N 50.88620 10.03941 33.42360
O 51.17734 10.65174 32.44733
C 51.42061 10.49349 34.76986
C 52.43203 11.71479 34.92933
C 52.71775 12.32819 36.32231
C 52.09727 11.45906 37.53668
C 51.40612 10.24856 37.35721
C 51.08131 9.78086 36.01963
H 52.73667 12.03670 33.99748
H 53.37187 13.14833 36.46678
H 52.26315 11.92507 38.59219
H 51.03845 9.70096 38.24482
H 50.39256 8.90847 35.89063
O 51.02318 2.61537 28.31184
N 50.29720 1.95699 27.54811
O 49.35903 1.32469 27.81580
C 50.57222 2.03449 26.05482
C 49.65578 1.62009 24.97991
C 50.12733 1.87048 23.46704
C 51.70081 2.11124 23.22507
C 52.49993 2.40716 24.29465
C 51.97630 2.40108 25.72762
H 48.72509 1.48609 25.26979
H 49.45951 1.57065 22.65448
H 52.05312 2.14927 22.24384
H 53.42241 2.70458 24.01643
H 52.67542 2.54139 26.60598
O 51.70883 4.66695 35.65001
N 51.90914 5.67968 34.96555
O 52.42588 6.81656 35.37719
C 52.08514 5.46371 33.51033
C 52.45977 6.56097 32.54329
C 53.02115 6.02161 31.18912
C 52.65356 4.68415 30.63313
C 52.13512 3.77942 31.49214
C 51.75948 4.10057 32.87829
H 52.40781 7.43594 32.79943
H 53.25165 6.78225 30.45762
H 53.10574 4.11811 29.78092
H 51.85288 2.84592 30.98426
H 51.31822 3.30717 33.56218
O 48.28009 8.02163 36.93908
N 47.58315 7.75505 37.93641
O 47.20103 8.56602 38.65890
C 47.82231 6.39889 38.42272
C 47.05453 5.92915 39.63687
C 47.20265 4.42161 40.10439
C 48.19750 3.55268 39.30560
C 49.01909 4.00089 38.25993
C 48.79430 5.47946 37.81168
H 46.35174 6.59638 40.07088
H 46.55406 4.01433 40.79898
H 48.15927 2.64467 39.65676
H 49.76917 3.23878 37.88430
H 49.50355 5.84691 37.06539
O 44.13482 5.43235 29.64837
N 45.25354 4.91917 30.01694
O 45.40189 3.61855 30.16118
C 46.39576 5.77669 30.34185
C 46.58740 7.12528 29.83026
C 47.81468 7.95986 29.95398
C 48.89154 7.35914 30.90423
C 48.77922 6.11282 31.46000
C 47.60351 5.18099 31.33730
H 45.80527 7.42104 29.19962
H 47.86960 9.01926 29.69542
H 49.74887 7.88921 30.92494
H 49.65154 5.81433 32.36024
H 47.77296 4.17128 31.90371
C 56.15936 4.04874 28.17394
N 55.96940 2.56634 28.04794
C 56.33892 2.11351 26.71504
C 55.38056 1.74283 28.97473
O 55.25611 0.54907 28.88058
H 54.99469 4.67993 28.17010
H 56.60516 4.36040 27.31929
H 56.81797 4.27944 29.07190
H 57.07752 2.83205 26.22495
H 55.44764 1.84061 26.06261
H 56.76944 1.19242 26.95034
H 55.13152 2.39796 29.91831
C 47.19095 1.34402 32.69419
N 48.61706 1.33797 32.28771
C 48.87217 1.61139 30.86762
C 49.57548 1.05576 33.11185
O 50.83615 1.05479 32.74498
H 46.76451 0.36077 32.87682
H 46.49492 1.72435 32.06425
H 47.05549 2.02848 33.57352
H 48.04311 2.13166 30.29969
H 48.97878 0.76925 30.36694
H 49.69369 2.16273 30.60905
H 49.17855 0.61917 34.11377
C 54.48001 1.40634 32.94922
N 55.66595 1.96625 32.36506
C 55.80220 3.40376 32.46652
C 56.65838 1.03151 32.02033
O 57.81973 1.24006 31.66216
H 54.73060 1.50356 34.03864
H 54.29712 0.42667 32.53030
H 53.48029 1.91904 32.73984
H 55.16674 3.95680 31.60265
H 56.61861 3.89583 32.25185
H 55.25805 3.82655 33.39242
H 56.38144 -0.15517 32.24076
*
```

Results
HOMO level = -0.3285 hartree
molar mass = 958.0 g mol⁻¹


What should be chosen as the most stable of them? Choose *B*.


*A*
Computed, not measured: 2 unconnected molecules or ions with the total composition CH7IN3, with ωB97M-V/def2-TZVPD.

ORCA input file:
```
! RIJCOSX wB97M-V def2-TZVPD def2/J DEFGRID3
* xyz 1 1
C -0.20029 0.36335 0.79732
N -1.48460 -1.00425 -0.76467
N -0.79454 -0.76575 0.40436
N -0.01066 1.49841 0.06040
I 3.43083 -0.42003 0.29929
H 0.16038 0.31272 1.77099
H -1.92030 -1.95877 -0.89053
H -2.02033 -0.22532 -1.05742
H -0.77946 -1.55229 0.96997
H 3.97393 -0.22640 -1.27088
H -0.00809 2.32621 0.62636
H -0.34687 1.65211 -0.94518
*
```

Results
HOMO level = -0.4807 hartree
molar mass = 188.0 g mol⁻¹


*B*
Computed, not measured: 2 unconnected molecules or ions with the total composition CH7IN3, with ωB97M-V/def2-TZVPD.

ORCA input file:
```
! RIJCOSX wB97M-V def2-TZVPD def2/J DEFGRID3
* xyz 1 1
C -0.51145 0.01053 0.50200
N -1.31600 -0.07149 -0.55065
N 0.02817 1.17933 0.83138
N -0.29579 -1.05771 1.26046
I 1.88387 0.12987 -2.13447
H -1.70849 -0.95454 -0.83357
H -1.45587 0.71341 -1.16474
H 0.68320 1.25912 1.59099
H -0.07651 1.98096 0.23134
H -0.73414 -1.93993 1.05517
H 0.28849 -1.00890 2.07884
H 3.21452 -0.24066 -2.86676
*
```

Results
HOMO level = -0.4922 hartree
molar mass = 188.0 g mol⁻¹


What should be chosen as the most stable of them? Choose *B*.


*A*
Computed, not measured: 2 unconnected molecules or ions with the total composition C3H7NO3S, with ωB97M-V/def2-TZVPD.

ORCA input file:
```
! RIJCOSX wB97M-V def2-TZVPD def2/J DEFGRID3
* xyz -2 1
C 0.07920 -1.24771 -0.22460
C 0.37062 -2.14390 0.97776
S -1.14446 -2.87676 1.74281
N -0.67429 -0.10532 0.24489
C -0.67494 1.10767 -0.44003
O 0.11175 1.14788 -1.46248
O -1.34511 2.06975 -0.00714
H 1.00472 -0.87456 -0.64262
H -0.53042 -1.81887 -0.93615
H 0.96606 -1.60264 1.72889
H 1.02802 -3.01862 0.85247
H -1.32556 -0.32894 0.97772
H 0.45820 3.46423 -0.24489
H 0.70673 2.68091 -1.50642
O 0.96948 3.54688 -1.06021
*
```

Results
HOMO level = 0.0053 hartree
molar mass = 137.2 g mol⁻¹


*B*
Computed, not measured: 2 unconnected molecules or ions with the total composition C3H7NO3S, with ωB97M-V/def2-TZVPD.

ORCA input file:
```
! RIJCOSX wB97M-V def2-TZVPD def2/J DEFGRID3
* xyz -2 1
C 0.81598 0.87050 0.06222
C 1.10378 -0.07894 1.22251
S 1.69778 0.73274 2.75296
N 0.59715 0.22280 -1.20346
C -0.62274 -0.02782 -1.81762
O -1.69592 0.38499 -1.26333
O -0.56724 -0.62206 -2.92558
H 0.06586 1.60944 0.34740
H 1.72459 1.53002 -0.01701
H 1.83839 -0.87025 1.02351
H 0.15206 -0.58235 1.43628
H 1.37949 -0.23924 -1.61510
H -2.05554 -1.22427 0.53156
H -2.49640 -1.25324 -0.83711
O -2.63138 -1.78267 -0.01194
*
```

Results
HOMO level = 0.0069 hartree
molar mass = 137.2 g mol⁻¹


What should be chosen as the most stable of them? Choose *A*.


*A*
Computed, not measured: 2 unconnected molecules or ions with the total composition C5H12NO2, with ωB97M-V/def2-TZVPD.

ORCA input file:
```
! RIJCOSX wB97M-V def2-TZVPD def2/J DEFGRID3
* xyz 1 1
O -0.57240 1.79960 -0.74451
C 0.63683 1.87023 -0.84989
C 1.52065 0.63098 -0.97541
C 1.09763 -0.71775 -0.46935
C -0.35549 -1.07465 -0.91267
C -2.30299 -1.03002 0.49574
N -1.52865 -0.45698 -0.29852
H 1.29169 2.76779 -0.83242
H 1.67516 0.65371 -2.06662
H 2.54225 0.97463 -0.58354
H 1.80626 -1.40415 -0.99884
H 1.44359 -0.92534 0.51739
H -0.43643 -1.24247 -2.00537
H -0.34424 -2.23967 -0.51569
H -3.25230 -0.58050 1.02854
H -2.10133 -2.19689 0.86587
H -1.68979 0.65528 -0.61161
H 0.75776 0.30808 3.19985
H -0.06977 1.58779 2.85883
O -0.11843 0.62033 2.89822
*
```

Results
HOMO level = -0.5235 hartree
molar mass = 118.2 g mol⁻¹


*B*
Computed, not measured: 2 unconnected molecules or ions with the total composition C5H12NO2, with ωB97M-V/def2-TZVPD.

ORCA input file:
```
! RIJCOSX wB97M-V def2-TZVPD def2/J DEFGRID3
* xyz 1 1
O 2.59599 0.78384 0.20069
C 1.21230 0.37960 0.24977
O 0.71257 0.07228 1.37456
C 1.24454 -0.87352 -0.68294
C -2.27205 -0.36598 0.13346
C -2.02434 0.27875 1.43116
C -2.36837 0.36926 -1.03971
N 0.60672 -0.77772 -1.83484
H 0.64486 1.13900 -0.36373
H 1.36177 -1.83500 -0.14688
H -2.53341 -1.41767 0.08912
H -2.89327 0.76548 1.85512
H -1.66395 -0.46888 2.13588
H -1.13616 0.89548 1.38134
H -2.50100 1.43674 -0.98100
H -1.21217 0.02468 -0.82119
H -2.72006 -0.07744 -1.96047
H 3.02642 0.69848 1.06001
H 0.74274 -1.54744 -2.50231
H 2.01815 -0.49705 -1.56082
*
```

Results
HOMO level = -0.4627 hartree
molar mass = 118.2 g mol⁻¹


What should be chosen as the most stable of them? Choose *A*.


*A*
Computed, not measured: a single C7H6 molecule, with ωB97M-V/def2-TZVPD.

ORCA input file:
```
! RIJCOSX wB97M-V def2-TZVPD def2/J DEFGRID3
* xyz 0 1
C 1.95826 -0.85602 0.04233
C 1.90692 0.56933 0.28959
C 0.70756 -1.57639 0.21831
C 1.07965 0.14387 -1.03491
C 0.50941 0.85926 0.30587
C -0.16106 -0.41131 0.13827
C -1.63338 -0.50174 -0.08042
H 2.88210 -1.34940 -0.21440
H 2.72442 1.26118 0.29042
H 0.04436 1.82788 0.31384
H -1.99400 0.32176 -0.69379
H -2.14268 -0.47293 0.88274
H -1.88072 -1.43969 -0.56866
*
```

Results
HOMO level = -0.3115 hartree
molar mass = 90.1 g mol⁻¹


*B*
Computed, not measured: a single C7H6 molecule, with ωB97M-V/def2-TZVPD.

ORCA input file:
```
! RIJCOSX wB97M-V def2-TZVPD def2/J DEFGRID3
* xyz 0 1
C -1.46401 0.10719 -1.27387
C -0.47921 0.09075 -0.35069
C -0.55555 -0.77770 0.71856
C 0.37544 -1.02779 1.67594
C 1.53333 -0.27762 1.43080
C 1.75970 0.51745 0.53868
C 1.12488 1.00137 -0.60089
H -1.31075 0.84457 -2.01779
H -2.45656 -0.27283 -1.14866
H -1.51627 -1.31205 0.66502
H 0.29742 -1.69528 2.54887
H 1.18232 2.15860 -0.67558
H 1.50926 0.64334 -1.51039
*
```

Results
HOMO level = -0.2961 hartree
molar mass = 90.1 g mol⁻¹


What should be chosen as the most stable of them? Choose *B*.